{
  "formula": "C5H6O",
  "method": "ωB97M-V/def2-TZVPD",
  "total_energy_ha": -269.16071,
  "fmax_ha_per_bohr": 0.013,
  "relative_energy_ev": 5.049,
  "homo_energy_ev": -9.99,
  "orbital_gap_ha": 0.393,
  "e_lumo_ev": 0.7,
  "elements": ["O", "C", "C", "C", "C", "C", "H", "H", "H", "H", "H", "H"],
  "xyz": [[1.999, -0.399, -0.331], [0.885, 0.473, -0.352], [-1.649, -0.216, 0.571], [1.403, -0.131, 0.905], [-0.688, -0.044, -0.542], [-0.190, 0.045, -1.707], [0.873, -0.964, 1.364], [1.964, 0.511, 1.585], [-1.662, 0.665, 1.222], [-1.429, -1.099, 1.180], [1.137, 1.516, -0.518], [-2.651, -0.339, 0.149]],
  "atomic_forces_ev_per_a": [[0.065, -0.065, -0.061], [0.196, 0.340, 0.085], [-0.025, -0.014, 0.017], [-0.025, -0.064, 0.311], [0.048, -0.040, -0.477], [-0.410, -0.077, 0.531], [0.073, 0.132, -0.077], [-0.075, -0.089, -0.108], [0.027, -0.130, -0.111], [-0.002, 0.153, -0.131], [-0.052, -0.169, -0.004], [0.181, 0.025, 0.025]]
}